Record 1
{"formula": "C5H4O3", "method": "the ωB97M-V functional and the def2-TZVPD basis", "smiles": "O=Cc1cc(O)co1", "e_above_lowest_kcal_mol": 62.1, "e_tot_ev": -11389.6736, "symbols": ["O", "C", "C", "C", "C", "O", "C", "O", "H", "H", "H", "H"], "positions_angstrom": [[0.8937, -2.9844, -0.5483], [0.9997, -1.9556, 0.0825], [0.4401, -0.5391, -0.1051], [0.5204, 0.4685, 0.7873], [-0.5629, 1.4469, 0.4417], [-0.8246, 2.6832, 0.9539], [-0.9956, 0.8824, -0.8154], [-0.3950, -0.2223, -1.0880], [1.4287, -2.0907, 1.0466], [1.0806, 0.2771, 1.7624], [-0.7234, 2.7982, 1.9574], [-1.5882, 1.3852, -1.6541]], "lowdin_charge": [0.06, -0.17, -0.26, 0.04, -0.24, 0.01, -0.07, 0.06, 0.10, 0.14, 0.16, 0.16]}



Record 2
{"formula": "C55H40N4O6PtS", "method": "the ωB97M-V functional and the def2-TZVPD basis", "spin_multiplicity": 5, "s_squared": 6.20, "e_tot_ev": -90008.9287, "symbols": ["Pt", "C", "O", "C", "C", "C", "C", "C", "C", "C", "C", "C", "C", "C", "N", "C", "C", "C", "C", "C", "C", "C", "C", "C", "C", "O", "C", "C", "C", "C", "N", "C", "C", "C", "C", "C", "C", "O", "C", "C", "C", "C", "C", "C", "C", "N", "C", "C", "N", "C", "C", "C", "C", "O", "C", "C", "C", "H", "H", "H", "H", "H", "H", "H", "H", "H", "H", "H", "H", "H", "H", "H", "H", "H", "H", "H", "H", "H", "H", "H", "H", "H", "H", "H", "H", "H", "H", "H", "H", "H", "H", "H", "H", "O", "C", "O", "C", "C", "C", "C", "C", "C", "S", "H", "H", "H", "H"], "positions_angstrom": [[-0.5344, -0.5826, -0.6069], [-0.1298, 8.7922, 1.9572], [-0.1160, 8.2986, 0.6324], [-0.1697, 6.9481, 0.4638], [-0.1611, 6.0265, 1.5032], [-0.2249, 4.6674, 1.2124], [-0.2927, 4.2121, -0.0955], [-0.2934, 5.1510, -1.1269], [-0.2324, 6.5035, -0.8560], [-0.3845, 2.7499, -0.3704], [-1.6611, 2.1770, -0.3856], [-2.9026, 2.8996, -0.4808], [-3.8643, 1.9970, -0.8043], [-3.2395, 0.7043, -0.8428], [-1.9145, 0.8521, -0.5606], [-3.8634, -0.5160, -1.1529], [-3.2843, -1.7548, -0.9030], [-3.8510, -3.0514, -1.0628], [-2.9315, -3.9560, -0.5861], [-1.8196, -3.2036, -0.1328], [-0.5286, -3.6225, 0.4414], [-0.3801, -3.6690, 1.8612], [0.8746, -3.8924, 2.4763], [1.0403, -3.7549, 3.8323], [-0.0367, -3.3706, 4.6371], [0.2390, -3.1677, 5.9510], [-0.7308, -2.4581, 6.7063], [-1.2995, -3.2150, 4.0708], [-1.4657, -3.3799, 2.7106], [0.6603, -3.3226, -0.3728], [0.8271, -2.0620, -0.7872], [2.0555, -1.9794, -1.4140], [2.6740, -0.7715, -1.7447], [4.0037, -0.8496, -2.4102], [4.1053, -1.0842, -3.7697], [5.3448, -1.1568, -4.3978], [6.5032, -0.9974, -3.6495], [7.7624, -1.0515, -4.1616], [7.8946, -1.3122, -5.5452], [6.4146, -0.7631, -2.2770], [5.1774, -0.6904, -1.6703], [2.1688, 0.4948, -1.4417], [2.8764, 1.7393, -1.5353], [2.0510, 2.7095, -1.0608], [0.8062, 2.0753, -0.7219], [0.9168, 0.7442, -0.9369], [2.6408, -3.2743, -1.4181], [1.7666, -4.1140, -0.7619], [-2.0336, -1.9012, -0.3282], [-5.1586, -0.4815, -1.8802], [-6.3637, -0.2588, -1.2109], [-7.5550, -0.1752, -1.9033], [-7.5628, -0.3110, -3.2913], [-8.7801, -0.2051, -3.8907], [-8.8204, -0.2543, -5.3036], [-6.3742, -0.5465, -3.9690], [-5.1824, -0.6288, -3.2570], [-0.1477, 9.8754, 1.8763], [0.7648, 8.4863, 2.5062], [-1.0177, 8.4545, 2.4979], [-0.1054, 6.3428, 2.5341], [-0.2230, 3.9479, 2.0224], [-0.3456, 4.8104, -2.1542], [-0.2351, 7.2370, -1.6510], [-3.0100, 3.9623, -0.3398], [-4.9132, 2.1817, -0.9681], [-4.8447, -3.2513, -1.4298], [-3.0364, -5.0253, -0.5039], [1.7291, -4.1463, 1.8623], [2.0062, -3.9039, 4.2990], [-0.2568, -2.2170, 7.6549], [-1.6135, -3.0736, 6.8991], [-1.0223, -1.5387, 6.1930], [-2.1486, -2.9372, 4.6775], [-2.4462, -3.2221, 2.2804], [3.2043, -1.2119, -4.3571], [5.3874, -1.3338, -5.4621], [8.9618, -1.3387, -5.7468], [7.4328, -0.5232, -6.1446], [7.4523, -2.2755, -5.8123], [7.3269, -0.6419, -1.7086], [5.1097, -0.5096, -0.6043], [3.8826, 1.8553, -1.9030], [2.2563, 3.7630, -0.9711], [3.6043, -3.5202, -1.8339], [1.8876, -5.1651, -0.5565], [-6.3599, -0.1554, -0.1327], [-8.4933, -0.0080, -1.3919], [-9.8574, -0.0889, -5.5817], [-8.4984, -1.2297, -5.6779], [-8.1962, 0.5266, -5.7456], [-6.3575, -0.6683, -5.0418], [-4.2540, -0.8080, -3.7853], [-0.0527, 0.1868, 4.1219], [0.8752, -0.2288, 3.4509], [0.8442, -0.4772, 2.1823], [2.2081, -0.5324, 4.0915], [2.4222, -0.4244, 5.4473], [3.6682, -0.7538, 5.9710], [4.7049, -1.1826, 5.1399], [4.5051, -1.2893, 3.7800], [3.2426, -0.9678, 3.2465], [2.8903, -1.1135, 1.5941], [1.6078, -0.0900, 6.0758], [3.8386, -0.6802, 7.0370], [5.6675, -1.4305, 5.5660], [5.2943, -1.6220, 3.1191]], "lowdin_charge": [1.24, -0.09, -0.08, -0.28, -0.01, -0.01, -0.23, -0.03, 0.00, -0.05, -0.22, 0.01, 0.01, -0.22, -0.06, -0.06, -0.24, 0.00, -0.01, -0.27, -0.04, -0.17, -0.02, 0.00, -0.29, -0.08, -0.08, 0.00, 0.01, -0.26, -0.06, -0.29, -0.10, -0.22, -0.01, -0.01, -0.28, -0.08, -0.09, 0.01, -0.03, -0.25, 0.01, 0.01, -0.22, -0.06, -0.01, -0.03, -0.05, -0.21, -0.02, 0.00, -0.28, -0.08, -0.09, -0.01, -0.01, 0.09, 0.09, 0.09, 0.10, 0.13, 0.13, 0.12, 0.11, 0.11, 0.11, 0.11, 0.10, 0.12, 0.09, 0.09, 0.09, 0.11, 0.12, 0.13, 0.10, 0.09, 0.09, 0.09, 0.12, 0.10, 0.11, 0.11, 0.11, 0.11, 0.13, 0.12, 0.09, 0.09, 0.09, 0.10, 0.13, 0.08, -0.60, -0.14, -0.15, 0.00, -0.03, -0.06, -0.08, -0.54, 1.15, 0.13, 0.11, 0.11, 0.11]}



Record 3
{"formula": "C24H42Ge2O4Sc", "method": "the ωB97M-V functional and the def2-TZVPD basis", "total_charge": 3, "e_tot_ev": -167465.0601, "symbols": ["Sc", "C", "C", "O", "C", "C", "O", "C", "C", "O", "C", "C", "O", "H", "H", "H", "H", "H", "H", "H", "H", "H", "H", "H", "H", "H", "H", "H", "H", "C", "C", "Ge", "C", "C", "C", "C", "Ge", "C", "C", "C", "C", "C", "C", "C", "C", "C", "C", "H", "H", "H", "H", "H", "H", "H", "H", "H", "H", "H", "H", "H", "H", "H", "H", "H", "H", "H", "H", "H", "H", "H", "H", "H", "H"], "positions_angstrom": [[-1.1966, -0.0400, -0.9833], [-1.6582, -2.1035, -3.2727], [-2.2868, -2.6612, -2.0163], [-2.7054, -1.5280, -1.1966], [-4.0911, -1.0960, -1.3542], [-4.2066, 0.1983, -0.5859], [-3.0500, 1.0225, -0.9239], [-3.2723, 2.1123, -1.8668], [-1.8949, 2.6448, -2.1856], [-1.0310, 1.4996, -2.4558], [-0.9178, 1.1050, -3.8567], [-0.1688, -0.2070, -3.8555], [-0.7543, -1.0514, -2.8178], [-2.3929, -1.6635, -3.9495], [-1.0864, -2.8671, -3.8003], [-1.5766, -3.2264, -1.4137], [-3.1417, -3.2987, -2.2377], [-4.7521, -1.8581, -0.9404], [-4.2979, -0.9691, -2.4188], [-4.1652, 0.0431, 0.4902], [-5.1273, 0.7269, -0.8298], [-3.8924, 2.8756, -1.3966], [-3.7834, 1.7157, -2.7461], [-1.4504, 3.1669, -1.3391], [-1.9061, 3.3160, -3.0434], [-0.3646, 1.8718, -4.3996], [-1.9216, 1.0120, -4.2762], [0.8798, -0.0839, -3.5932], [-0.2309, -0.7067, -4.8212], [-1.4078, 2.4118, 3.1162], [-1.6937, 1.6739, 1.7977], [-0.7264, -0.0666, 1.8314], [-1.9139, -1.6335, 2.0252], [-2.2862, -1.7317, 3.5153], [0.8493, -0.0631, 2.9207], [1.9663, -0.0809, 2.1725], [1.4490, -0.1817, 0.2980], [1.6990, -1.8993, -0.6559], [2.7800, -1.8451, -1.7374], [1.7628, 1.3977, -0.8555], [3.2306, 1.8473, -0.7199], [3.3623, -0.0630, 2.6196], [3.6984, 0.3264, 3.9188], [5.0199, 0.3107, 4.3271], [6.0184, -0.0947, 3.4484], [5.6978, -0.4807, 2.1541], [4.3752, -0.4576, 1.7464], [-1.9308, 3.3676, 3.1327], [-0.3436, 2.6080, 3.2414], [-1.7484, 1.8348, 3.9765], [-1.3584, 2.2952, 0.9575], [-2.7653, 1.5115, 1.6745], [-1.3909, -2.5342, 1.6980], [-2.8166, -1.5380, 1.4196], [-1.4011, -1.8609, 4.1375], [-2.9345, -2.5914, 3.6832], [-2.8217, -0.8458, 3.8614], [0.8560, -0.0476, 4.0059], [0.7543, -2.2566, -1.0823], [1.9481, -2.6251, 0.1214], [2.6124, -1.0502, -2.4681], [2.8339, -2.7893, -2.2789], [3.7654, -1.6730, -1.3055], [1.0990, 2.2155, -0.5584], [1.5424, 1.1591, -1.8990], [3.4914, 2.0529, 0.3173], [3.3926, 2.7561, -1.2986], [3.9171, 1.0871, -1.0921], [2.9321, 0.6580, 4.6077], [5.2763, 0.6185, 5.3314], [7.0498, -0.1066, 3.7737], [6.4757, -0.7973, 1.4730], [4.1271, -0.7684, 0.7339]], "lowdin_charge": [1.10, -0.07, -0.07, -0.25, -0.07, -0.08, -0.26, -0.07, -0.07, -0.25, -0.07, -0.07, -0.25, 0.15, 0.17, 0.15, 0.17, 0.17, 0.15, 0.13, 0.17, 0.17, 0.15, 0.14, 0.17, 0.17, 0.15, 0.13, 0.17, -0.13, -0.35, 0.87, -0.35, -0.13, -0.20, -0.33, 0.94, -0.33, -0.13, -0.34, -0.12, -0.25, -0.01, -0.04, -0.03, -0.04, -0.06, 0.09, 0.08, 0.08, 0.04, 0.06, 0.07, 0.04, 0.08, 0.09, 0.08, 0.09, 0.03, 0.09, 0.06, 0.09, 0.07, 0.06, 0.04, 0.08, 0.09, 0.08, 0.12, 0.12, 0.12, 0.12, 0.08]}



Record 4
{"formula": "C2H8NS", "method": "the ωB97M-V functional and the def2-TZVPD basis", "total_charge": -1, "e_above_lowest_kcal_mol": 10.3, "e_tot_ev": -14529.6470, "symbols": ["N", "H", "H", "H", "C", "C", "S", "H", "H", "H", "H", "H"], "positions_angstrom": [[-1.5305, 0.4747, -2.6504], [-1.3704, -0.5231, -2.8406], [-1.1057, 0.4735, -1.7164], [-2.5201, 0.5649, -2.4384], [0.0100, -0.2351, 2.3614], [-0.0540, 0.4572, 0.9506], [1.0403, -0.3471, -0.2475], [-0.0762, 0.5133, 3.1566], [0.9366, -0.7894, 2.4474], [-0.9284, -0.7649, 2.4510], [0.0441, 1.5419, 1.0688], [-1.1039, 0.3359, 0.6441]], "lowdin_charge": [-0.02, 0.00, -0.08, -0.02, -0.24, -0.86, 0.09, 0.04, 0.02, 0.04, 0.02, 0.01]}



Record 5
{"formula": "C18H30AlN2O4", "method": "the ωB97M-V functional and the def2-TZVPD basis", "total_charge": -1, "e_tot_ev": -36908.0034, "symbols": ["C", "C", "N", "C", "C", "C", "C", "O", "Al", "C", "C", "C", "N", "C", "C", "C", "C", "C", "C", "C", "O", "O", "C", "C", "O", "H", "H", "H", "H", "H", "H", "H", "H", "H", "H", "H", "H", "H", "H", "H", "H", "H", "H", "H", "H", "H", "H", "H", "H", "H", "H", "H", "H", "H", "H"], "positions_angstrom": [[1.6790, -0.2540, 2.7141], [2.3705, -1.3194, 1.6265], [1.7872, -1.1755, 0.2326], [2.8033, -0.6281, -0.7508], [3.4700, 0.8088, -0.3286], [3.2567, 2.0187, -1.4192], [3.4188, 3.5872, -0.8624], [2.3577, 4.5948, -1.1953], [0.9008, 3.4059, -1.4608], [0.3758, 2.7796, 0.4224], [-1.0182, 1.9009, 0.4080], [-0.9969, 0.6668, -0.7201], [-2.1595, 0.9413, -1.6481], [-2.9766, -0.2946, -1.9535], [-3.7331, -0.9639, -0.6589], [-3.7471, -2.6335, -0.6113], [-4.4521, -3.3357, 0.6918], [-5.0869, -2.3519, 1.8598], [-5.0849, -0.7007, 1.8060], [-4.3790, 0.0026, 0.5014], [-4.3264, 1.5001, 0.4536], [2.0046, 2.0461, -2.2282], [1.4199, -2.5556, -0.3518], [2.4250, -3.8754, -0.2659], [0.2317, -2.7199, -0.9964], [1.9944, -0.5726, 3.8027], [2.0202, 0.8538, 2.5484], [0.5237, -0.4193, 2.6261], [3.5517, -1.2175, 1.6187], [2.1443, -2.3971, 2.0852], [3.6650, -1.4296, -0.8520], [2.2564, -0.6043, -1.8078], [3.1425, 1.2242, 0.7153], [4.6444, 0.6276, -0.2590], [4.0935, 1.8667, -2.2419], [4.3150, 4.0018, -1.4911], [3.4848, 3.6389, 0.3269], [-0.3679, 3.8988, -2.2695], [1.1777, 2.1336, 0.9782], [0.2290, 3.7589, 1.0890], [-1.3031, 1.5241, 1.4863], [-1.8793, 2.6640, 0.0898], [-1.0755, -0.3232, -0.1012], [0.0171, 0.6158, -1.3164], [-1.7118, 1.2089, -2.5748], [-2.3309, -1.0675, -2.5871], [-3.8443, 0.0566, -2.6944], [-3.2479, -3.2507, -1.5015], [-4.4383, -4.5041, 0.7557], [-5.5684, -2.8569, 2.8048], [-5.5253, -0.0009, 2.6603], [-4.4018, 1.8164, 1.4199], [3.5494, -3.5952, -0.0670], [2.2942, -4.6100, -1.1920], [2.0509, -4.4862, 0.6834]], "lowdin_charge": [-0.10, -0.24, -0.12, -0.18, -0.12, -0.34, -0.23, -0.32, 0.23, -0.26, -0.26, -0.22, -0.12, -0.23, -0.06, -0.02, -0.10, -0.09, -0.03, -0.12, -0.09, -0.30, -0.27, -0.06, -0.07, 0.07, 0.06, 0.08, 0.12, 0.12, 0.11, 0.15, 0.08, 0.12, 0.13, 0.11, 0.12, -0.07, 0.02, 0.06, 0.08, 0.09, 0.10, 0.10, 0.11, 0.12, 0.12, 0.10, 0.07, 0.06, 0.09, 0.12, 0.08, 0.10, 0.09]}



Record 6
{"formula": "C4H3ClF2N2O", "method": "the ωB97M-V functional and the def2-TZVPD basis", "e_above_lowest_kcal_mol": 41.5, "e_tot_ev": -27173.7079, "symbols": ["C", "C", "C", "C", "N", "N", "O", "F", "F", "Cl", "H", "H", "H"], "positions_angstrom": [[-0.4179, -1.1788, 2.7757], [0.4262, -0.3168, 0.3726], [0.0367, -2.4034, 2.4222], [-0.3529, 0.8721, 0.1061], [-0.8970, -0.1232, 2.8051], [1.1135, -2.8951, 2.4611], [0.1341, -1.4825, 0.2142], [2.4066, -2.0723, 2.8438], [1.5869, -3.8937, 1.7670], [-1.9487, 0.4507, -0.6589], [1.4677, -0.2255, 0.7832], [0.1650, 1.5314, -0.5539], [-0.7041, 1.4615, 0.9428]], "lowdin_charge": [-0.19, -0.37, 0.00, -0.51, 0.22, -0.04, 0.00, -0.09, 0.14, 0.56, 0.15, 0.08, 0.06]}



Record 7
{"formula": "C6H13O3", "method": "the ωB97M-V functional and the def2-TZVPD basis", "spin_multiplicity": 2, "e_above_lowest_kcal_mol": 2.6, "s_squared": 0.75, "e_tot_ev": -12573.6381, "symbols": ["H", "C", "C", "C", "C", "O", "C", "O", "C", "H", "H", "H", "H", "H", "H", "H", "H", "H", "H", "H", "O", "H"], "positions_angstrom": [[-0.1565, 0.4886, 5.1266], [-4.1483, -2.5067, 4.8174], [-4.6087, -1.7971, 3.6248], [-3.4330, -3.7762, 4.8523], [-2.4408, -3.8723, 6.0529], [-1.8764, -5.2111, 6.0783], [-1.2153, -5.5402, 7.2288], [-1.0364, -4.7515, 8.1359], [-0.8037, -6.9640, 7.1401], [-4.0884, -1.9404, 5.7396], [-4.6371, -0.7450, 3.9060], [-3.8601, -1.8937, 2.8270], [-5.5825, -2.0661, 3.1807], [-4.0926, -4.6649, 4.8690], [-2.8569, -3.8624, 3.9240], [-1.5725, -3.1818, 5.9401], [-2.9833, -3.6623, 6.9997], [-1.2182, -7.3875, 6.2368], [0.2746, -6.9898, 7.1284], [-1.1363, -7.4999, 8.0187], [0.5825, 0.0046, 4.7877], [1.3122, 0.6360, 4.8215]], "lowdin_charge": [0.01, -0.16, -0.13, -0.20, -0.15, -0.04, -0.52, 0.09, 0.02, 0.09, 0.07, 0.08, 0.08, 0.13, 0.12, 0.14, 0.13, 0.08, 0.09, 0.09, -0.05, 0.04]}